Entry 1:
Entry from the OMol25 dataset: 3 unconnected molecules or ions with the total composition C17H33F2N2O9P at a distorted geometry (the ωB97M-V functional and the def2-TZVPD basis).

Geometry as XYZ:
```
64
Properties=species:S:1:pos:R:3:forces:R:3
N 4.7253 1.2490 -2.3948 -0.508 0.549 0.958
C 3.7601 2.3114 -2.8921 -0.081 -1.065 0.340
C 2.4839 1.4860 -3.4894 1.387 0.671 -0.102
C 1.2979 2.4579 -3.9651 0.437 -0.717 -0.828
C 0.1050 2.6770 -2.9217 -1.014 -1.496 -0.189
N -0.3293 4.1152 -2.7222 3.560 2.647 -1.961
C 0.7291 4.8298 -1.9239 -0.574 2.786 5.422
O 0.4579 5.2792 -0.7873 1.348 -2.299 -5.565
F 2.0577 5.0319 -2.3910 -3.303 -0.981 0.101
C -0.5067 4.8435 -3.9755 -1.240 -0.057 -4.015
O -0.9095 4.4057 -5.0659 1.625 1.456 4.999
F -0.2162 6.2599 -3.9246 -0.488 -3.419 0.871
C 0.2214 2.1737 -1.3970 0.383 -0.146 2.154
O 1.1798 1.8700 -0.6643 -3.857 1.223 -3.095
O -1.1470 2.1898 -0.9045 1.484 0.014 -0.786
C -2.1747 2.3395 -1.9552 -0.260 -0.501 -0.649
C -1.2898 1.8882 -3.2508 -0.865 1.040 1.330
P -1.3036 -0.0015 -3.2151 -2.335 -4.226 -4.212
O -2.1348 -0.4407 -4.4591 2.176 1.671 3.551
O 0.2200 -0.7367 -3.3875 -1.668 1.341 0.404
O -2.0853 -0.6872 -1.8653 2.680 1.817 -1.294
H 4.1886 0.6383 -1.7392 0.505 0.576 -0.733
H 5.4149 1.7094 -1.7616 -0.600 -0.419 -0.822
H 4.3230 2.8944 -3.7128 -1.179 -0.655 1.312
H 3.4852 2.9493 -1.9798 -0.005 -0.465 -1.698
H 2.9003 0.9288 -4.4181 -0.842 0.838 1.584
H 2.2030 0.7138 -2.6979 0.091 1.123 -1.269
H 0.8414 2.0078 -4.9327 0.547 0.790 1.733
H 1.8085 3.4384 -4.3196 -1.163 -1.428 0.902
H -2.6919 3.3742 -2.0325 1.717 -1.335 0.180
H -3.0876 1.6742 -1.7034 1.984 0.535 -0.407
H -1.8253 2.1519 -4.2271 1.182 -0.437 1.260
H 0.3382 -1.0814 -4.3136 -0.667 0.562 1.166
H -1.5350 -0.6383 -1.0468 -0.346 -0.134 -0.539
C 0.6096 -4.0933 1.6157 0.006 -0.012 0.172
C 1.1998 -3.2702 0.4860 -0.058 0.029 -0.020
O 0.7502 -1.9193 0.4740 -0.153 0.082 -0.257
C 1.0457 -1.1446 1.6318 -0.004 0.019 0.153
C 2.5314 -1.0191 1.9171 0.135 -0.105 -0.082
H -0.4822 -4.0850 1.5661 0.075 -0.018 -0.083
H 0.9555 -5.1292 1.5524 -0.042 0.099 -0.031
H 0.8961 -3.7062 2.5957 0.041 -0.053 -0.024
H 0.8917 -3.7067 -0.4681 -0.030 0.242 0.023
H 2.2941 -3.3034 0.5000 0.003 -0.015 0.097
H 0.5085 -1.5440 2.4990 0.072 -0.032 0.037
H 0.6364 -0.1470 1.4496 -0.025 -0.147 -0.175
H 2.9919 -1.9888 2.1188 -0.033 0.049 0.087
H 2.6988 -0.3823 2.7894 -0.045 -0.030 -0.089
H 3.0499 -0.5835 1.0581 -0.067 0.026 0.078
C -3.4607 -3.0577 3.3081 -0.131 0.076 -0.010
C -2.2556 -3.4141 4.1590 -0.014 0.073 0.027
O -1.6057 -2.2807 4.7256 0.183 -0.015 -0.072
C -2.3900 -1.4728 5.5940 -0.028 -0.029 0.005
C -2.9198 -2.2189 6.8056 -0.027 -0.174 0.036
H -3.1740 -2.3764 2.5028 0.018 -0.074 0.027
H -3.8940 -3.9598 2.8663 0.068 0.082 0.033
H -4.2414 -2.5652 3.8914 -0.013 -0.092 -0.009
H -1.5143 -3.9124 3.5293 0.063 0.187 0.177
H -2.5213 -4.1285 4.9452 -0.099 0.019 0.000
H -3.2039 -0.9992 5.0344 -0.065 -0.049 0.041
H -1.7397 -0.6629 5.9351 0.091 -0.143 -0.176
H -3.5876 -3.0355 6.5227 -0.045 0.092 0.021
H -3.4786 -1.5408 7.4557 0.068 -0.033 -0.055
H -2.0950 -2.6544 7.3768 -0.057 0.085 -0.034
```
Forces are in eV/Å.

Results
ΔE to the lowest compared entry with this formula, charge and spin ... 0.0 kJ/mol
Total charge ... 0
Structure (SMILES) ... NCCC[C@]1(N(C(=O)F)C(=O)F)C(=O)OC[C@@H]1P(=O)(O)O.CCOCC.CCOCC

***

Entry 2:
Entry from the OMol25 dataset: 5 unconnected molecules or ions with the total composition C17H33F3NO6S4 at a distorted geometry (the ωB97M-V functional and the def2-TZVPD basis).

Geometry as XYZ:
```
64
Properties=species:S:1:pos:R:3:forces:R:3
C 3.2228 -1.8779 2.1252 0.397 2.104 -3.570
C 3.2494 -1.3920 0.6996 0.372 0.125 3.990
C 3.6423 0.2222 0.5125 0.225 0.911 0.029
N 4.9695 0.5425 -0.1798 -2.920 4.160 1.366
C 5.4127 1.9832 -0.4190 -2.673 0.959 1.468
C 4.5012 3.2745 0.0746 -1.305 -2.949 1.028
O 4.8866 4.6901 -0.1234 -0.191 -3.957 1.547
C 3.0896 2.9536 0.8461 1.916 -3.259 -1.219
C 2.6140 1.3948 1.0602 3.809 1.786 -1.931
C 1.1701 1.1231 1.7989 1.910 -1.276 1.011
O 0.1114 0.8045 0.8289 -0.687 4.553 -0.613
C -0.4934 2.0080 0.2387 -1.952 -0.681 -1.724
F -1.0109 2.9961 1.2134 2.304 -3.297 -3.288
F 0.3750 2.6772 -0.7938 -2.790 -2.002 3.940
F -1.6988 1.5276 -0.5354 4.391 1.801 2.862
H 2.4739 -2.6883 2.5393 2.216 1.242 -1.271
H 3.9907 -1.3272 2.8543 -2.430 -0.987 -1.418
H 3.0343 -2.0550 -0.2406 -0.161 1.692 1.991
H 5.5970 -0.2571 -0.4836 -1.021 1.231 0.612
H 6.4336 2.2105 -0.9687 -2.349 -0.840 1.273
H 5.2906 4.9820 0.7459 -0.588 -0.396 -1.275
H 2.3772 3.8092 1.2665 1.840 -1.859 -1.146
H 1.3222 0.1379 2.4553 -0.568 2.154 -1.698
H 0.9112 1.9743 2.5590 0.418 -1.367 -1.854
C -2.6870 5.8118 1.2855 -0.033 -0.047 0.148
S -1.5518 6.9748 0.4906 0.122 0.166 0.321
O -0.4894 7.3217 1.4905 -0.473 -0.223 -0.336
C -2.7133 8.3610 0.4297 -0.018 0.078 0.048
H -2.1559 4.8726 1.4587 -0.066 0.305 -0.097
H -3.0284 6.2154 2.2420 0.083 0.055 -0.102
H -3.5412 5.6272 0.6297 0.102 0.043 -0.002
H -3.0529 8.6092 1.4379 0.099 -0.088 -0.043
H -3.5664 8.0949 -0.1988 0.109 -0.035 0.021
H -2.2017 9.2241 -0.0030 0.025 -0.202 0.048
C -2.8788 -1.0242 -1.6092 0.040 0.002 -0.173
S -2.6074 -2.2463 -0.3031 -0.218 -0.273 -0.304
O -1.9496 -3.4385 -0.9316 -0.192 0.458 0.149
C -4.3534 -2.6548 -0.0607 0.367 -0.003 0.019
H -1.9068 -0.6555 -1.9462 -0.124 -0.108 0.111
H -3.4020 -1.4847 -2.4510 0.046 -0.071 0.132
H -3.4636 -0.1899 -1.2147 0.062 -0.120 0.021
H -4.7867 -3.0158 -0.9963 0.146 0.046 -0.028
H -4.8910 -1.7685 0.2844 0.099 -0.146 0.043
H -4.4249 -3.4381 0.6977 0.127 0.285 -0.150
C 8.3854 -3.7502 -2.8564 0.048 -0.062 0.001
S 7.5362 -2.4575 -1.9179 0.005 -0.433 0.115
O 7.1336 -3.0487 -0.5998 -0.083 0.407 -0.516
C 6.0596 -2.4045 -2.9626 -0.017 -0.131 -0.047
H 9.3307 -3.9767 -2.3571 -0.178 0.137 0.010
H 7.7705 -4.6530 -2.8924 -0.027 0.148 0.088
H 8.5891 -3.3941 -3.8691 -0.029 0.046 0.112
H 5.5866 -3.3888 -2.9921 0.075 0.064 0.069
H 6.3377 -2.0914 -3.9717 0.002 0.013 0.108
H 5.3606 -1.6791 -2.5395 0.090 -0.046 -0.027
C -6.9714 -5.5733 -0.1122 0.103 -0.066 0.032
S -7.6005 -4.0090 0.5438 0.084 -0.069 0.297
O -6.5445 -3.4412 1.4446 -0.655 -0.398 -0.161
C -8.8745 -4.7446 1.5975 -0.020 -0.017 0.088
H -6.1309 -5.3575 -0.7766 -0.137 0.062 0.103
H -6.6302 -6.2128 0.7057 -0.048 0.130 -0.009
H -7.7587 -6.0762 -0.6787 0.030 0.114 0.047
H -8.4177 -5.4344 2.3109 0.060 0.087 -0.093
H -9.6009 -5.2739 0.9763 0.086 0.081 -0.010
H -9.3806 -3.9435 2.1413 0.144 -0.037 -0.145
```
Forces are in eV/Å.

Results
ΔE to the lowest compared entry with this formula, charge and spin ... 1090.8 kJ/mol
Total charge ... +1

***

Entry 3:
Entry from the OMol25 dataset: 3 unconnected molecules or ions with the total composition C17H33F9NO11P3SSi at a distorted geometry (the ωB97M-V functional and the def2-TZVPD basis).

Geometry as XYZ:
```
76
Properties=species:S:1:pos:R:3:forces:R:3
O -0.9168 0.9888 -0.6963 1.386 -2.835 2.120
P -0.5382 -0.3090 0.0128 -0.442 1.103 -3.822
O 1.1018 -0.7749 -0.2454 -3.034 -0.543 0.060
O -1.5602 -1.5699 -0.5818 2.886 1.329 0.589
Si -0.9672 -0.2546 2.2138 -0.295 -1.129 0.267
N -1.1674 -1.9976 2.6742 -2.563 1.576 4.971
C -1.6324 -2.0742 3.8854 3.509 -1.380 -0.780
S -1.6451 -2.4214 5.5175 -0.715 0.994 -4.004
C 0.5427 0.4715 3.2186 -0.206 -0.556 0.506
F 0.1548 0.4564 4.5982 1.195 0.052 -2.336
F 1.6144 -0.4567 2.9762 -2.084 2.269 1.040
C 0.9195 1.9653 2.8072 0.333 0.096 -2.117
F 1.3549 1.9085 1.4445 -0.994 -0.153 2.827
F -0.2462 2.7890 2.7848 2.619 -1.887 0.543
C 2.1256 2.6229 3.6278 1.793 0.949 0.145
F 3.0392 3.2340 2.7182 -2.048 -1.465 2.045
F 2.8636 1.6806 4.3968 -1.986 1.730 -2.004
C 1.6890 3.7840 4.6489 0.891 1.156 2.571
F 0.5739 3.4217 5.4488 2.410 1.017 -2.455
F 1.5447 5.0399 4.0519 -0.235 -3.252 1.247
F 2.7630 3.9189 5.5768 -2.360 -0.184 -2.157
H 1.1213 -1.6942 -0.6115 0.219 0.896 0.493
H -1.1256 -1.8639 -1.4171 -0.744 0.132 0.518
H -2.1835 0.5329 2.4816 0.190 -0.017 -0.056
O -5.9414 3.1204 -1.1319 -3.716 1.416 -1.664
P -6.3176 2.3704 -2.4125 7.805 -4.917 0.863
O -6.2152 0.8372 -1.7900 -0.751 0.373 -0.027
C -7.1503 0.4339 -0.8049 -0.057 -0.216 0.197
C -8.5296 0.2210 -1.3993 -0.122 0.062 -0.041
O -4.8300 2.4326 -3.1329 -1.219 0.697 -0.494
C -3.8837 3.4383 -2.7897 0.509 0.153 0.405
C -2.9112 2.9153 -1.7489 -0.064 -0.098 -0.066
O -6.8353 1.6568 -3.8885 -2.157 2.619 1.296
C -8.0201 2.1921 -4.4729 -0.306 0.018 -0.507
C -7.9603 3.6990 -4.6365 0.090 0.030 0.000
H -7.1854 1.1641 0.0106 0.021 -0.006 -0.045
H -6.7871 -0.5079 -0.3858 0.123 0.085 -0.111
H -8.9760 1.1798 -1.6832 -0.068 0.005 0.035
H -9.1948 -0.2577 -0.6767 0.014 0.066 -0.042
H -8.4769 -0.3967 -2.2985 0.051 -0.021 0.103
H -4.3812 4.3526 -2.4572 -0.021 -0.145 0.071
H -3.3328 3.6914 -3.7002 -0.148 -0.143 -0.074
H -3.4283 2.5513 -0.8583 -0.059 0.155 -0.068
H -2.2083 3.6959 -1.4480 0.007 -0.058 -0.036
H -2.3463 2.0710 -2.1463 -0.036 0.185 0.004
H -8.8863 1.9051 -3.8700 -0.094 -0.011 -0.075
H -8.1343 1.7236 -5.4539 0.132 -0.092 0.127
H -7.9601 4.1999 -3.6610 -0.054 0.013 0.033
H -8.8263 4.0590 -5.1964 0.056 0.019 0.070
H -7.0478 3.9990 -5.1561 -0.081 -0.071 -0.047
O 6.2260 -4.2344 1.4113 2.599 3.303 0.858
P 6.1068 -3.1151 0.3739 -6.209 -5.004 -4.436
O 4.4611 -2.9359 0.4530 0.468 0.429 0.378
C 3.8830 -2.4334 1.6464 -0.247 0.130 0.210
C 4.1652 -0.9541 1.8230 0.295 0.098 0.001
O 6.1749 -4.0750 -0.9729 1.020 0.857 0.322
C 6.7841 -5.3587 -0.9341 -0.130 -0.507 0.015
C 5.7362 -6.4338 -0.7141 -0.195 -0.069 0.067
O 6.1215 -1.8081 -0.7416 2.274 0.259 2.840
C 7.0426 -0.7531 -0.4742 0.289 0.516 -0.239
C 8.4592 -1.2542 -0.2677 0.000 -0.096 -0.047
H 4.2361 -3.0039 2.5119 -0.005 -0.011 -0.061
H 2.8037 -2.5897 1.5693 0.083 -0.081 -0.110
H 5.2227 -0.7912 2.0584 0.037 -0.002 0.033
H 3.5749 -0.5423 2.6387 0.350 -0.043 -0.079
H 3.9429 -0.4011 0.9075 -0.098 -0.070 0.049
H 7.5721 -5.4003 -0.1787 -0.183 -0.008 0.043
H 7.2656 -5.5201 -1.9028 -0.073 0.192 -0.013
H 5.1562 -6.2532 0.1937 0.206 0.034 0.029
H 6.2015 -7.4197 -0.6392 -0.016 0.043 -0.031
H 5.0231 -6.4450 -1.5423 0.126 -0.011 -0.023
H 6.7047 -0.1860 0.3976 0.026 0.106 -0.024
H 7.0166 -0.0785 -1.3337 -0.162 -0.139 0.013
H 8.5369 -1.8424 0.6547 0.008 0.027 0.064
H 9.1551 -0.4161 -0.1886 -0.021 -0.085 0.034
H 8.7686 -1.9001 -1.0922 -0.027 0.114 -0.016
```
Forces are in eV/Å.

Results
Total charge ... 0
Structure (SMILES) ... O=P(O)(O)[Si@@H](N=C=S)C(F)(F)C(F)(F)C(F)(F)C(F)(F)F.CCOP(=O)(OCC)OCC.CCOP(=O)(OCC)OCC

***

Number 1: HOMO level -9.594 eV, HOMO-LUMO gap 9.09 eV, molar mass 478.43 Da. Number 2: HOMO level -10.248 eV, HOMO-LUMO gap 5.21 eV, molar mass 532.71 Da. Number 3: HOMO level -9.723 eV, HOMO-LUMO gap 8.40 eV, molar mass 751.50 Da.